# 1
Computed, not measured: the molecule C4H7NO, with ωB97M-V/def2-TZVPD.

Summary:
2S+1 ... 1
Structure (SMILES) ... C[C@H]1CN1C=O

```
13
Properties=species:S:1:pos:R:3:forces:R:3
C -1.79348 -0.29080 0.43589 0.0 0.1 0.0
C -0.33552 -0.54642 0.07128 -0.1 -0.1 -0.1
C 0.23254 0.23602 -1.08373 0.0 0.0 -0.3
N 0.67284 0.48377 0.25333 0.1 0.4 0.1
C 2.02225 0.47796 0.53548 0.1 0.1 -0.1
O 2.84032 0.88528 -0.26028 -0.1 -0.3 0.4
H -1.92596 0.39768 1.27382 0.2 -0.1 0.0
H -2.30878 -1.22825 0.67010 0.2 0.1 0.0
H -2.29551 0.13532 -0.43786 0.0 0.0 0.2
H 0.00343 -1.56814 0.26322 0.1 0.2 -0.4
H 0.91932 -0.22859 -1.78767 0.1 0.0 0.3
H -0.32296 1.07870 -1.49122 -0.3 -0.4 -0.1
H 2.29153 0.16746 1.55764 -0.1 0.0 0.0
```
Positions in Å, forces in eV/Å.

# 2
Computed, not measured: a cluster of 2 separate species, C4H7NO in total, with ωB97M-V/def2-TZVPD.

Summary:
2S+1 ... 1

```
13
Properties=species:S:1:pos:R:3:forces:R:3
O 1.05101 0.94181 -2.81922 -0.1 0.0 0.3
C 0.60878 0.92812 -1.68445 0.0 0.0 0.0
C 0.98373 -0.01851 -0.66882 0.1 0.0 0.0
N 0.39085 0.03174 0.51643 0.0 -0.1 0.2
C 0.08518 -0.41463 1.67988 0.2 0.0 -0.2
C -0.75006 0.68167 1.18294 -0.2 0.3 0.0
H -0.15303 1.67409 -1.35582 0.1 -0.1 -0.1
H 1.74424 -0.77322 -0.82469 -0.1 0.1 0.0
H -0.84869 -1.88120 -0.62895 -0.1 -0.1 0.1
H 0.27466 -1.26905 2.30678 0.0 0.1 -0.1
H -1.07639 -2.09979 0.04891 0.0 -0.1 -0.1
H -1.72622 0.49354 0.72432 0.2 0.0 0.1
H -0.58405 1.70544 1.52269 0.0 -0.1 -0.1
```
Positions in Å, forces in eV/Å.

# 3
Computed, not measured: a structure of composition C4H7NO, with ωB97M-V/def2-TZVPD.

Summary:
2S+1 ... 1

```
13
Properties=species:S:1:pos:R:3:forces:R:3
C -1.78722 -0.43788 0.30954 -0.1 0.0 -0.1
C -0.37234 -0.78447 0.65118 0.1 0.0 0.1
C 0.76574 0.73590 -1.06167 -0.4 0.1 -0.3
N 0.62086 -0.01471 0.19785 0.0 0.0 0.0
C 1.88045 0.32260 0.45354 0.1 -0.1 0.3
O 2.12919 1.01234 -0.75378 0.1 0.0 0.0
H -2.20090 0.37751 0.92791 0.1 -0.1 -0.1
H -2.43707 -1.30699 0.45427 0.1 0.1 0.0
H -1.90079 -0.13061 -0.73966 0.0 -0.1 0.1
H -0.13873 -1.36065 1.53889 0.0 0.1 -0.1
H 0.66045 0.07939 -1.92715 0.0 0.1 0.1
H 0.14601 1.63263 -1.13390 0.1 -0.1 0.0
H 2.63436 -0.12506 1.08298 -0.1 0.0 -0.1
```
Positions in Å, forces in eV/Å.

# 4
Computed, not measured: the molecule C4H7NO, with ωB97M-V/def2-TZVPD.

Summary:
2S+1 ... 1
Structure (SMILES) ... C/N=C/[C@H]1CO1

```
13
Properties=species:S:1:pos:R:3:forces:R:3
C 2.00533 -1.01232 -0.44754 0.2 -0.1 0.0
N 0.92008 -0.15422 -0.01725 -0.4 -0.2 -0.2
C -0.24314 -0.43701 -0.42077 0.2 0.1 0.1
C -1.41853 0.41782 -0.06728 -0.1 -0.2 0.0
C -1.36280 1.34818 1.06446 0.0 0.0 0.3
O -1.25398 1.81728 -0.26457 0.0 0.2 -0.1
H 1.76008 -1.61778 -1.33321 0.0 0.1 0.1
H 2.27771 -1.68704 0.37150 0.0 0.1 -0.1
H 2.88397 -0.40040 -0.67040 -0.1 -0.1 0.0
H -0.45142 -1.31036 -1.05951 0.1 0.1 0.0
H -2.38850 0.03240 -0.38426 0.2 0.1 0.1
H -2.28467 1.61569 1.58193 0.1 -0.1 -0.1
H -0.44414 1.38777 1.64690 -0.1 0.0 -0.1
```
Positions in Å, forces in eV/Å.

# 5
Computed, not measured: the molecule C4H7NO in a non-equilibrium geometry, with ωB97M-V/def2-TZVPD.

Summary:
2S+1 ... 1

```
13
Properties=species:S:1:pos:R:3:forces:R:3
C -1.03383 -0.37522 0.12901 1.7 1.4 0.5
C -2.00405 -1.23026 -0.06710 0.4 -2.4 0.7
C -0.81479 1.10970 0.05663 1.6 -2.2 0.8
C 0.40189 -0.51202 0.71548 -6.6 2.1 -0.6
N 2.41398 0.11367 -0.01356 1.4 -4.3 1.3
O 1.29054 -0.93632 -0.11314 3.1 2.1 -0.7
H -1.83950 -2.31326 0.27331 -0.3 1.6 -0.8
H -2.94271 -0.98163 -0.51625 -0.4 0.2 -0.1
H -0.35796 1.60166 -0.83141 -0.5 -0.5 0.9
H -1.12322 1.69395 0.95270 0.3 -0.4 -1.0
H 0.36903 -0.36761 1.78093 1.2 -0.1 0.3
H 2.04919 0.96666 -0.21748 -2.3 2.9 -0.9
H 3.05569 -0.11303 -0.74910 0.3 -0.6 -0.5
```
Positions in Å, forces in eV/Å.

# 6
Computed, not measured: a structure of composition C4H7NO, with ωB97M-V/def2-TZVPD.

Summary:
2S+1 ... 1

```
13
Properties=species:S:1:pos:R:3:forces:R:3
C -1.40094 0.38212 -0.92744 -0.1 0.0 0.0
N -0.28963 -0.40102 -0.42937 0.2 0.1 0.0
C 0.97728 -0.42520 -0.86965 0.1 0.1 -0.2
C 0.03877 -0.64193 0.89875 0.0 -0.1 0.3
C 0.87198 0.31935 1.58531 0.0 -0.2 0.1
O 1.28532 0.23372 2.72728 -0.2 0.0 -0.3
H -1.60426 0.13088 -1.97169 0.1 0.0 0.1
H -1.19627 1.45835 -0.83721 0.0 -0.2 0.0
H -2.27837 0.14055 -0.32129 0.1 0.1 -0.1
H 1.51727 -1.36454 -0.83788 -0.1 0.2 0.0
H 1.42204 0.41614 -1.41201 -0.2 -0.1 0.0
H -0.41989 -1.47248 1.43745 0.0 0.2 0.0
H 1.07669 1.22406 0.95775 0.0 -0.1 0.1
```
Positions in Å, forces in eV/Å.

# 7
Computed, not measured: a cluster of 2 separate species, C4H7NO in total in a non-equilibrium geometry, with ωB97M-V/def2-TZVPD.

Summary:
2S+1 ... 1
Structure (SMILES) ... C1=CN1.CC=O

```
13
Properties=species:S:1:pos:R:3:forces:R:3
C -2.23876 -0.09471 0.46711 0.6 0.5 -1.4
C -1.82076 0.00064 -0.72663 -0.8 1.2 2.2
C 1.98796 0.16360 -0.30761 -1.8 0.6 0.5
C 0.80796 -0.65196 0.34323 0.7 -0.4 -0.8
N -1.50374 1.09586 0.28731 1.9 1.1 -0.1
O -0.08683 -1.30780 -0.19163 2.2 0.5 -0.2
H -2.59423 -0.57429 1.27828 -1.4 -1.6 2.2
H -1.77166 0.09665 -1.72822 0.0 -0.4 -2.9
H 1.44113 0.75520 -1.07731 1.1 -0.2 0.1
H 2.59729 0.81594 0.39373 -1.3 -0.6 -0.5
H 2.71589 -0.52997 -0.68316 0.1 -0.4 -0.8
H -0.45706 0.99725 0.55704 -1.2 -0.1 0.0
H 0.92280 -0.76640 1.38785 0.0 0.0 1.7
```
Positions in Å, forces in eV/Å.

# 8
Computed, not measured: the molecule C4H7NO, with ωB97M-V/def2-TZVPD.

Summary:
2S+1 ... 1
Structure (SMILES) ... O=CC[C@H]1CN1

```
13
Properties=species:S:1:pos:R:3:forces:R:3
O 1.09343 1.57802 -1.24062 0.4 -0.2 0.3
C 1.52966 0.92769 -0.31963 -0.1 0.1 -0.2
C 1.07158 -0.48258 -0.02073 -0.1 0.0 0.0
C -0.35067 -0.46687 0.56122 0.2 0.1 0.1
C -1.35693 0.39882 -0.09745 -0.1 0.3 -0.1
N -1.36918 -1.04550 -0.31786 -0.2 -0.2 0.0
H 2.26547 1.38324 0.37058 0.0 0.0 0.0
H 1.79069 -0.98010 0.63959 -0.2 0.1 0.0
H 1.01123 -1.03663 -0.96389 0.1 0.1 0.1
H -0.43299 -0.64191 1.63399 0.0 0.0 -0.2
H -0.98472 0.98154 -0.93289 -0.3 -0.1 0.0
H -2.15775 0.87163 0.46770 0.2 -0.2 0.1
H -2.10981 -1.48734 0.22001 0.1 0.1 0.0
```
Positions in Å, forces in eV/Å.

# 9
Computed, not measured: the molecule C4H7NO, with ωB97M-V/def2-TZVPD.

Summary:
2S+1 ... 1
Structure (SMILES) ... C[C@H]1CN=CO1

```
13
Properties=species:S:1:pos:R:3:forces:R:3
C 1.62475 0.43919 0.10038 0.0 0.0 0.0
C 0.27021 0.03847 -0.43838 0.1 -0.2 0.0
C -0.49468 -1.04783 0.33090 0.2 -0.1 0.1
N -1.90173 -0.63467 0.24816 0.0 0.4 -0.1
C -1.85457 0.57684 -0.11656 -0.2 -0.1 0.1
O -0.65845 1.14931 -0.38996 -0.1 0.1 0.0
H 1.98675 1.34553 -0.39305 -0.1 -0.1 0.0
H 1.59316 0.62014 1.17932 -0.1 0.0 -0.1
H 2.34375 -0.36307 -0.09655 -0.1 0.1 0.1
H 0.35789 -0.23785 -1.49842 0.0 0.0 0.1
H -0.35164 -2.04700 -0.08402 0.0 0.1 0.0
H -0.20495 -1.07294 1.39077 0.0 0.0 -0.1
H -2.71050 1.23389 -0.23259 0.1 -0.1 0.0
```
Positions in Å, forces in eV/Å.

# 10
Computed, not measured: a cluster of 2 separate species, C4H7NO in total in a non-equilibrium geometry, with ωB97M-V/def2-TZVPD.

Summary:
2S+1 ... 1
Structure (SMILES) ... CC=C=O.C=N

```
13
Properties=species:S:1:pos:R:3:forces:R:3
C -2.43909 0.14754 0.25123 -0.2 0.0 0.0
C -0.93810 0.06194 0.11903 0.1 0.0 -0.1
N 1.97120 -1.04405 -0.60184 0.2 0.2 0.3
C 2.60257 -0.16330 0.05682 -0.1 -0.1 -0.2
C -0.25691 0.90656 -0.62065 0.3 0.6 -0.4
O 0.31286 1.69584 -1.27237 -0.5 -0.7 0.5
H -2.89412 -0.83373 0.07869 0.1 0.2 0.0
H -2.85655 0.83889 -0.48694 0.0 -0.1 0.1
H -2.74329 0.49353 1.24615 0.0 -0.1 -0.1
H -0.37281 -0.72005 0.61223 -0.1 0.1 -0.1
H 1.85525 -1.89560 -0.04858 0.0 0.0 0.0
H 2.78612 0.80424 -0.41161 0.0 -0.1 0.0
H 2.97286 -0.29182 1.07785 0.0 -0.1 0.0
```
Positions in Å, forces in eV/Å.

Number 1: energy -7797.6720 eV. Number 2: energy -7794.3510 eV. Number 3: energy -7795.0105 eV. Number 4: energy -7797.0044 eV. Number 5: energy -7792.9262 eV. Number 6: energy -7795.8143 eV. Number 7: energy -7793.5621 eV. Number 8: energy -7797.3670 eV. Number 9: energy -7798.6598 eV. Number 10: energy -7797.1123 eV.